The following is a quantum chemistry calculation of a molecular structure, C28H30N5O4SV at a distorted geometry, from the OMol25 dataset.

Each line ends with the Mulliken spin population.
CARTESIAN COORDINATES (ANGSTROEM)
V 0.336 -0.713 0.064  1.35
C 1.233 1.094 4.798  0.00
N 2.025 1.265 3.615  0.00
C 2.966 2.238 3.401  0.00
C 3.548 2.001 2.205  0.00
N 2.947 0.876 1.665  0.00
C 1.986 0.441 2.546  0.02
S 1.003 -0.911 2.433  -0.01
C 3.433 0.121 0.595  -0.01
C 4.787 0.166 0.265  0.00
C 5.255 -0.658 -0.739  0.00
C 4.368 -1.539 -1.345  0.00
C 3.049 -1.534 -0.935  0.01
N 2.573 -0.701 -0.014  0.00
H 1.383 1.947 5.455  0.00
H 1.525 0.179 5.314  0.00
H 0.180 1.009 4.531  0.00
H 3.139 3.025 4.109  0.00
H 4.313 2.545 1.691  0.00
H 5.458 0.810 0.810  0.00
H 6.297 -0.644 -1.017  0.00
H 4.693 -2.222 -2.111  0.00
H 2.348 -2.248 -1.355  0.00
O 0.428 -0.799 -1.849  0.00
C -0.018 -1.675 -2.606  0.02
C -0.792 -2.800 -2.219  0.02
C -1.302 -3.658 -3.204  0.00
C -2.047 -4.754 -2.844  0.00
C -2.305 -5.033 -1.493  0.00
C -1.817 -4.210 -0.512  0.00
C -1.047 -3.062 -0.828  0.00
O -0.573 -2.315 0.101  0.01
N -2.552 -5.624 -3.881  0.00
O -2.288 -5.325 -5.024  0.00
O -3.192 -6.588 -3.534  0.00
H 0.193 -1.570 -3.682  0.00
H -1.124 -3.457 -4.251  0.00
H -2.894 -5.905 -1.246  0.00
H -2.006 -4.414 0.532  0.00
C 1.491 2.404 -1.119  -0.04
C 0.150 2.852 -1.691  0.00
C -0.278 2.003 -2.891  0.00
C -0.967 2.859 -0.675  -0.03
C -1.725 4.016 -0.626  0.03
C -2.859 4.115 0.151  -0.05
C -3.267 3.011 0.872  0.03
C -2.555 1.821 0.867  -0.04
C -3.118 0.705 1.719  0.00
C -3.367 -0.576 0.928  -0.01
C -2.224 0.445 2.931  -0.01
C -1.344 1.725 0.111  -0.02
N -0.582 0.623 0.130  -0.31
H 2.261 2.475 -1.884  0.00
H 1.413 1.370 -0.781  0.02
H 1.764 3.044 -0.282  0.00
H 0.275 3.879 -2.049  0.00
H -0.524 0.998 -2.562  0.00
H 0.517 1.958 -3.630  0.00
H -1.158 2.433 -3.361  0.00
H -1.414 4.860 -1.222  0.00
H -3.427 5.031 0.175  0.00
H -4.174 3.073 1.452  0.00
H -4.087 1.045 2.098  0.00
H -2.439 -0.936 0.488  0.01
H -4.091 -0.395 0.140  0.00
H -3.764 -1.338 1.594  0.00
H -1.268 0.044 2.599  0.01
H -2.691 -0.275 3.600  0.00
H -2.062 1.373 3.478  0.00

Expectation value of S² = 0.852
Net charge = +1
ΔE to the lowest compared entry with this formula, charge and spin = 0.6638 eV
Maximum force = 2.90 eV Å⁻¹
HOMO (alpha / beta) = -10.56 / -10.45 eV
LUMO energy (alpha / beta) = -3.61 / -3.63 eV
Multiplicity = 2
Electronic energy = -3001.6948 hartree
Orbital gap (alpha / beta) = 6.94 / 6.82 eV